Density functional theory data (ωB97M-V/def2-TZVPD) for a structure of composition C22H14N5O9Pt at a distorted geometry.

Element x y z (Å)
Pt  -0.305  0.679  -0.017
O  -0.212  4.677  -0.007
C  -0.467  3.489  -0.005
O  0.406  2.531  -0.013
C  -1.906  3.018  0.010
C  -2.933  3.973  0.032
C  -4.229  3.554  0.045
C  -4.505  2.171  0.033
C  -5.824  1.660  0.042
C  -6.048  0.313  0.023
C  -4.958  -0.582  -0.001
C  -3.674  -0.119  -0.005
C  -3.418  1.262  0.010
N  -2.121  1.712  0.002
H  -2.643  5.013  0.037
H  -5.047  4.265  0.065
H  -6.649  2.362  0.066
H  -7.063  -0.064  0.027
H  -5.121  -1.652  -0.016
H  -2.855  -0.827  -0.019
O  -2.308  -2.802  -0.107
C  -1.111  -2.519  -0.066
O  -0.623  -1.339  -0.006
C  -0.093  -3.645  -0.060
C  -0.591  -4.911  0.045
C  0.253  -6.034  0.093
C  1.625  -5.881  0.063
C  2.165  -4.619  -0.023
C  1.353  -3.404  -0.161
O  1.844  -2.297  -0.377
N  3.610  -4.534  -0.008
O  4.147  -3.460  0.218
O  4.254  -5.563  -0.220
N  -0.308  -7.350  0.199
O  -1.527  -7.466  0.231
O  0.452  -8.312  0.256
H  -1.660  -5.048  0.099
H  2.275  -6.741  0.119
N  5.579  -1.084  0.106
C  4.261  -0.716  0.073
C  3.449  -0.838  1.202
C  2.133  -0.467  1.125
N  1.589  0.040  0.015
C  2.355  0.160  -1.073
C  3.680  -0.193  -1.085
H  5.855  -1.727  0.828
H  6.038  -1.223  -0.777
H  3.830  -1.285  2.109
H  1.458  -0.625  1.954
H  1.864  0.513  -1.969
H  4.252  -0.109  -1.999

Atoms 1-6, force components in eV/Å:
-0.1 -0.3 0.1
-0.1 0.0 0.0
0.3 -0.1 0.0
-0.2 0.3 0.0
0.0 -0.1 0.0
-0.1 0.1 0.0

* 2S+1: 1
* charge: -1
* HOMO-LUMO gap: 6.30 eV
* E: -1917.0164 hartree
* F_max: 1.8 eV/A

Density functional theory data (ωB97M-V/def2-TZVPD) for the molecule C3H3BrO at a distorted geometry.

Element x y z (Å)
C  -0.301  0.014  0.162
C  -0.670  1.028  0.893
C  0.588  -0.481  -0.862
O  -1.391  -0.504  0.609
Br  -0.693  1.791  2.584
H  -0.005  -0.579  -1.687
H  0.968  -1.427  -0.687
H  1.503  0.158  -1.012

Atoms 1-6, force components in eV/Å:
1.0 0.2 0.6
-0.5 1.4 0.9
2.4 2.2 0.9
-1.1 -0.8 0.2
0.3 -0.5 -0.8
-1.3 0.0 -2.7

* 2S+1: 1
* HOMO-LUMO gap: 8.60 eV
* E: -2765.2073 hartree
* F_max: 3.4 eV/A

Density functional theory data (ωB97M-V/def2-TZVPD) for a cluster of 11 separate species, C4H31NO11S in total at a distorted geometry.

Element x y z (Å)
C  -1.772  0.613  -1.329
N  -1.572  -0.841  -1.294
C  -0.254  -1.343  -1.600
C  0.109  -2.554  -0.714
S  1.847  -3.015  -0.960
C  0.002  -1.667  -3.093
O  0.949  -0.812  -3.696
H  -2.823  0.816  -1.172
H  -1.042  1.068  -0.656
H  -1.412  1.051  -2.276
H  -2.365  -1.324  -1.688
H  0.499  -0.574  -1.393
H  -0.452  -3.402  -1.115
H  -0.134  -2.409  0.334
H  2.551  -2.180  -0.184
H  0.243  -2.717  -3.282
H  -0.965  -1.564  -3.602
H  1.820  -1.209  -3.782
H  -2.818  1.025  1.889
H  -3.148  2.429  1.477
O  -3.571  1.575  1.614
H  4.818  0.603  0.385
H  3.864  0.954  -0.840
O  4.168  0.248  -0.231
H  0.732  1.018  -3.360
H  1.273  2.277  -3.847
O  0.844  1.945  -3.045
H  -2.393  -1.062  0.696
H  -3.765  -0.761  1.439
O  -2.915  -1.193  1.503
H  2.448  1.944  -0.180
H  2.004  2.083  -1.723
O  2.653  2.334  -1.029
H  -0.500  3.946  0.299
H  -1.936  4.349  0.778
O  -1.435  3.760  0.205
H  1.283  -1.427  2.297
H  2.169  -1.815  3.480
O  2.104  -1.893  2.526
H  -1.619  -1.259  2.784
H  -1.724  -1.580  4.276
O  -1.082  -1.420  3.581
H  1.598  1.189  4.104
H  0.103  1.039  4.348
O  0.737  1.440  3.748
H  0.314  0.012  0.644
H  0.512  0.466  2.131
O  0.052  -0.163  1.556

Atoms 1-6, force components in eV/Å:
1.5 -0.5 -1.2
-0.5 0.4 1.0
0.6 -0.5 0.0
0.1 0.4 -0.6
0.3 -0.7 -0.3
-0.9 -0.6 -0.1

* 2S+1: 1
* HOMO-LUMO gap: 8.92 eV
* E: -1451.5611 hartree
* F_max: 2.0 eV/A

Density functional theory data (ωB97M-V/def2-TZVPD) for the molecule C24H30N4O3.

Element x y z (Å)
C  5.822  -0.219  -4.202
C  4.691  0.057  -3.260
C  3.628  0.856  -3.657
C  2.574  1.130  -2.805
C  2.566  0.579  -1.529
C  3.634  -0.207  -1.116
C  4.696  -0.473  -1.966
C  5.834  -1.321  -1.489
H  5.928  -2.218  -2.102
H  5.681  -1.618  -0.456
H  6.773  -0.774  -1.559
H  3.641  -0.605  -0.112
N  1.517  0.865  -0.620
C  0.203  0.660  -0.845
O  -0.641  0.996  -0.024
C  -0.216  -0.048  -2.122
H  -0.802  0.657  -2.716
C  -1.064  -1.273  -1.753
C  -2.151  -0.972  -0.726
O  -2.200  -1.544  0.339
N  -3.084  -0.085  -1.169
C  -4.139  0.486  -0.471
N  -4.808  1.387  -1.185
C  -5.836  1.997  -0.622
C  -6.253  1.747  0.674
C  -5.551  0.804  1.414
C  -4.476  0.152  0.840
H  -3.905  -0.587  1.374
H  -5.840  0.578  2.430
H  -7.097  2.272  1.093
H  -6.343  2.720  -1.248
H  -2.960  0.337  -2.080
H  -1.531  -1.681  -2.652
H  -0.421  -2.042  -1.320
H  0.643  -0.370  -2.708
C  1.909  1.443  0.661
C  1.984  0.386  1.779
O  3.050  -0.037  2.187
N  0.787  0.008  2.236
H  -0.049  0.358  1.780
C  0.605  -0.958  3.300
C  -0.166  -2.199  2.805
C  -1.401  -2.318  3.701
C  -1.664  -0.880  4.135
H  -2.108  -0.323  3.310
H  -2.323  -0.811  5.000
C  -0.260  -0.359  4.423
H  0.084  -0.733  5.389
H  -0.200  0.728  4.435
H  -1.184  -2.935  4.575
H  -2.242  -2.754  3.165
H  -0.490  -2.034  1.778
H  0.450  -3.096  2.831
H  1.610  -1.206  3.651
H  1.170  2.202  0.932
H  2.892  1.900  0.548
H  1.769  1.776  -3.121
H  3.628  1.284  -4.649
H  5.934  -1.291  -4.363
H  5.651  0.260  -5.162
H  6.760  0.151  -3.791

Atoms 1-6, force components in eV/Å:
0.0 0.0 0.0
-0.1 0.0 0.0
0.0 -0.1 0.0
0.0 0.0 0.2
0.3 -0.1 -0.5
-0.1 0.0 -0.1

* 2S+1: 1
* HOMO-LUMO gap: 9.30 eV
* E: -1377.3772 hartree
* F_max: 0.6 eV/A

Density functional theory data (ωB97M-V/def2-TZVPD) for a structure of composition C37H37CrF5P2 at a distorted geometry.

Element x y z (Å)
Cr  1.637  2.360  -2.997
C  2.578  3.570  -4.898
C  3.326  2.853  -3.926
C  4.229  3.626  -2.927
C  3.287  4.659  -2.263
C  1.962  4.001  -1.919
C  0.795  4.219  -2.739
C  0.819  5.154  -3.873
C  2.030  4.962  -4.868
C  0.582  0.782  1.382
H  2.554  3.096  -5.914
H  3.869  1.952  -4.320
H  5.152  4.125  -3.293
H  4.527  2.874  -2.171
H  3.777  5.096  -1.377
H  3.151  5.514  -2.940
H  1.834  3.872  -0.844
H  -0.209  3.993  -2.301
H  0.889  6.184  -3.529
H  -0.105  5.082  -4.455
H  1.715  5.196  -5.911
H  2.806  5.705  -4.647
H  0.009  0.825  0.426
H  -0.090  0.383  2.166
H  1.456  0.105  1.278
P  2.440  1.021  -0.894
P  1.095  2.431  1.852
C  3.332  1.973  0.246
C  2.678  2.767  1.171
C  3.497  -0.156  -1.700
C  4.828  0.086  -2.080
C  5.646  -1.016  -2.341
C  5.139  -2.319  -2.318
C  3.777  -2.526  -2.084
C  2.941  -1.450  -1.811
C  1.281  1.335  -4.730
C  0.370  2.215  -5.266
C  -0.522  1.747  -6.222
C  -0.315  0.456  -6.707
C  0.679  -0.380  -6.207
C  1.565  0.071  -5.222
C  1.205  2.641  3.608
C  2.101  1.806  4.294
C  2.471  2.137  5.600
C  1.892  3.253  6.209
C  0.897  3.998  5.575
C  0.530  3.685  4.263
C  -0.233  3.514  1.229
C  -1.502  2.970  0.937
C  -2.461  3.715  0.254
C  -2.231  5.067  -0.006
C  -1.046  5.667  0.423
C  -0.031  4.891  1.005
H  4.415  1.974  0.131
H  3.195  3.635  1.587
H  5.224  1.097  -2.206
H  6.701  -0.867  -2.563
H  5.792  -3.183  -2.449
H  3.350  -3.530  -2.051
H  1.861  -1.570  -1.693
H  0.336  3.252  -4.934
H  -1.209  2.503  -6.590
H  -0.963  0.175  -7.514
H  0.736  -1.403  -6.587
H  2.440  -0.515  -4.897
H  2.566  0.973  3.758
H  3.202  1.514  6.114
H  2.178  3.503  7.222
H  0.415  4.839  6.071
H  -0.229  4.266  3.730
H  -1.726  1.937  1.212
H  -3.378  3.218  -0.083
H  -2.994  5.647  -0.525
H  -0.903  6.745  0.292
H  0.932  5.353  1.255
F  -0.086  -0.787  -3.218
C  -0.669  0.232  -2.487
F  -1.571  0.912  -3.290
C  -1.404  -0.532  -1.393
F  -2.292  -1.409  -1.921
F  -0.582  -1.276  -0.591
F  -2.101  0.322  -0.594

Atoms 1-6, force components in eV/Å:
-1.2 -1.4 -0.6
1.7 -1.5 -0.1
3.6 1.9 -1.7
-1.0 0.0 0.7
0.7 0.4 0.4
-0.1 1.9 1.0

* 2S+1: 5
* HOMO-LUMO gap (alpha / beta): 6.07 / 3.76 eV
* E: -3658.2459 hartree
* F_max: 4.4 eV/A
* <S²>: 6.19

Density functional theory data (ωB97M-V/def2-TZVPD) for a cluster of 8 separate species, C31H74ClF9O21S8Si in total at a distorted geometry.

Element x y z (Å)
C  2.047  0.678  2.012
C  2.356  2.131  1.663
C  1.777  3.136  2.646
C  0.245  3.165  2.702
Si  -0.631  3.661  1.135
Cl  -0.665  1.971  -0.117
C  -2.439  4.027  1.480
C  -3.228  4.393  0.233
C  -4.766  4.286  0.324
C  -5.346  3.195  1.231
C  -5.125  1.790  0.718
F  -3.828  1.485  0.494
F  -5.759  1.675  -0.496
C  -5.779  0.671  1.589
F  -7.023  1.054  1.999
F  -5.912  -0.441  0.812
S  -4.755  0.110  3.095
F  -5.834  0.700  4.102
F  -3.963  1.470  3.148
F  -3.675  -0.532  2.147
F  -5.546  -1.279  3.119
F  -3.914  -0.384  4.340
H  1.977  0.538  3.088
H  1.132  0.347  1.538
H  2.850  0.044  1.669
H  2.050  2.334  0.641
H  3.437  2.256  1.674
H  2.197  4.117  2.440
H  2.132  2.847  3.629
H  -0.039  3.864  3.489
H  -0.121  2.196  3.033
H  0.040  4.750  0.400
H  -2.459  4.824  2.225
H  -2.805  3.138  1.974
H  -2.996  5.405  -0.080
H  -2.898  3.758  -0.585
H  -5.150  5.234  0.690
H  -5.197  4.171  -0.664
H  -6.417  3.342  1.305
H  -4.946  3.316  2.231
O  4.228  4.702  4.704
S  4.135  4.094  5.996
O  2.860  3.751  6.539
O  4.936  4.993  7.038
C  4.614  6.398  7.089
C  3.340  6.671  7.864
C  5.180  2.683  6.062
H  4.560  6.797  6.076
H  5.465  6.864  7.582
H  2.468  6.285  7.338
H  3.211  7.744  8.001
H  3.379  6.192  8.843
H  6.163  2.959  5.690
H  4.729  1.925  5.427
H  5.231  2.334  7.090
O  2.909  -1.938  0.321
S  2.804  -3.324  -0.021
O  3.728  -4.266  0.530
O  2.789  -3.456  -1.603
C  3.843  -2.795  -2.341
C  5.139  -3.577  -2.309
C  1.162  -3.881  0.267
H  3.977  -1.780  -1.963
H  3.479  -2.721  -3.364
H  5.568  -3.590  -1.307
H  5.861  -3.129  -2.989
H  4.968  -4.611  -2.607
H  0.470  -3.184  -0.195
H  1.014  -3.907  1.343
H  1.053  -4.878  -0.150
O  6.534  -0.635  -6.464
S  5.257  -1.256  -6.305
O  5.126  -2.423  -5.487
O  4.640  -1.546  -7.737
C  5.464  -2.256  -8.693
C  5.501  -3.747  -8.434
C  4.073  -0.060  -5.789
H  6.464  -1.821  -8.702
H  5.009  -2.050  -9.660
H  6.035  -3.975  -7.512
H  6.006  -4.254  -9.256
H  4.497  -4.148  -8.344
H  4.143  0.805  -6.442
H  4.321  0.215  -4.766
H  3.083  -0.505  -5.832
O  1.421  1.196  7.059
S  0.996  1.364  8.412
O  1.856  0.975  9.487
O  -0.413  0.640  8.586
C  -0.520  -0.724  8.131
C  0.085  -1.710  9.111
C  0.443  3.010  8.675
H  -0.069  -0.814  7.142
H  -1.588  -0.902  8.023
H  1.167  -1.603  9.165
H  -0.144  -2.730  8.799
H  -0.314  -1.549  10.112
H  -0.247  3.277  7.881
H  1.325  3.646  8.641
H  -0.035  3.066  9.650
O  -0.901  -5.639  2.646
S  -1.256  -5.471  4.022
O  -1.935  -6.517  4.717
O  -2.073  -4.118  4.173
C  -3.216  -3.921  3.309
C  -4.440  -4.668  3.799
C  0.160  -4.982  4.946
H  -2.964  -4.200  2.285
H  -3.405  -2.851  3.322
H  -4.309  -5.746  3.711
H  -5.310  -4.377  3.210
H  -4.631  -4.442  4.848
H  0.643  -4.152  4.437
H  0.825  -5.841  4.991
H  -0.158  -4.697  5.945
O  -5.293  6.786  -4.818
S  -6.419  6.159  -4.200
O  -6.252  5.436  -2.977
O  -7.133  5.222  -5.264
C  -6.310  4.265  -5.969
C  -5.999  3.042  -5.130
C  -7.724  7.323  -4.013
H  -5.400  4.755  -6.318
H  -6.891  3.988  -6.846
H  -5.346  3.288  -4.295
H  -5.503  2.290  -5.743
H  -6.914  2.616  -4.719
H  -7.878  7.830  -4.960
H  -7.414  8.030  -3.247
H  -8.620  6.795  -3.700
O  3.172  -5.587  -9.764
S  1.928  -6.284  -9.631
O  1.860  -7.483  -8.859
O  1.343  -6.558  -11.083
C  2.213  -7.193  -12.045
C  2.318  -8.689  -11.828
C  0.678  -5.171  -9.089
H  3.192  -6.714  -12.022
H  1.765  -6.979  -13.013
H  2.842  -8.921  -10.902
H  2.863  -9.145  -12.655
H  1.327  -9.138  -11.768
H  0.705  -4.283  -9.714
H  0.904  -4.918  -8.056
H  -0.284  -5.670  -9.156

Atoms 1-6, force components in eV/Å:
0.1 0.2 -0.1
0.3 -0.1 0.2
-0.1 -0.3 -0.2
0.3 0.4 -0.1
-0.3 -0.6 0.2
0.0 0.3 0.0

* 2S+1: 1
* HOMO-LUMO gap: 10.10 eV
* E: -7639.5276 hartree
* F_max: 1.3 eV/A

Density functional theory data (ωB97M-V/def2-TZVPD) for the molecule C3H4O3 at a distorted geometry.

Element x y z (Å)
O  0.045  -0.920  -1.654
C  0.162  0.112  -0.688
C  0.692  -0.474  0.592
O  1.559  0.037  1.247
C  -1.080  1.029  0.294
O  -1.411  0.431  1.283
H  0.169  -1.809  -1.271
H  0.796  0.863  -1.163
H  0.132  -1.385  0.915
H  -1.403  2.120  0.332

Atoms 1-6, force components in eV/Å:
-1.0 0.4 0.4
-0.3 0.8 0.6
0.7 0.2 0.3
0.0 -0.4 -0.1
0.1 -1.2 0.1
-0.4 0.1 -0.4

* 2S+1: 1
* HOMO-LUMO gap: 9.74 eV
* E: -342.3272 hartree
* F_max: 1.7 eV/A

Density functional theory data (ωB97M-V/def2-TZVPD) for a structure of composition C23H21N4O4RhS2 at a distorted geometry.

Element x y z (Å)
Rh  -1.668  2.306  0.875
S  -2.305  0.637  -0.379
C  -0.861  0.131  -1.239
N  -0.983  -0.771  -2.229
C  0.189  -0.986  -3.076
C  1.445  -0.983  -2.233
N  1.515  0.254  -1.451
C  2.864  0.732  -1.106
C  3.598  -0.303  -0.289
C  3.090  -0.705  0.944
C  3.757  -1.660  1.693
C  4.936  -2.218  1.213
C  5.445  -1.820  -0.013
C  4.774  -0.866  -0.767
C  0.374  0.715  -0.928
S  0.411  2.065  0.205
C  -2.154  -1.633  -2.466
C  -1.810  -3.053  -2.088
C  -1.800  -4.053  -3.052
C  -1.481  -5.356  -2.694
C  -1.163  -5.657  -1.378
C  -1.169  -4.657  -0.413
C  -1.489  -3.357  -0.767
H  0.216  -0.194  -3.830
H  0.078  -1.947  -3.575
H  2.328  -1.038  -2.866
H  1.460  -1.838  -1.551
H  2.772  1.679  -0.579
H  3.386  0.922  -2.045
H  2.173  -0.267  1.327
H  3.365  -1.967  2.653
H  5.459  -2.962  1.799
H  6.366  -2.249  -0.385
H  5.177  -0.552  -1.723
H  -2.401  -1.559  -3.526
H  -2.997  -1.250  -1.897
H  -2.061  -3.822  -4.078
H  -1.487  -6.136  -3.443
H  -0.918  -6.673  -1.101
H  -0.933  -4.896  0.616
H  -1.507  -2.582  -0.007
O  -4.631  5.714  4.407
C  -3.408  6.048  4.438
O  -2.998  6.984  5.163
C  -2.385  5.361  3.632
C  -1.025  5.631  3.575
N  -0.494  4.759  2.717
N  -1.424  3.934  2.207
C  -2.578  4.286  2.752
C  -3.800  3.515  2.346
O  -4.885  3.808  2.833
O  -3.585  2.574  1.505
H  -4.820  4.903  3.753
H  -0.428  6.373  4.083
H  0.474  4.679  2.439

Atoms 1-6, force components in eV/Å:
-0.5 1.2 1.1
-0.1 -0.6 -0.5
-0.1 0.3 0.4
-0.1 -0.3 -0.2
0.0 0.0 0.0
0.0 0.0 -0.1

* 2S+1: 5
* charge: +2
* HOMO-LUMO gap (alpha / beta): 6.44 / 3.35 eV
* E: -2315.3315 hartree
* F_max: 5.5 eV/A
* <S²>: 6.04